{
  "formula": "C16H54N20O12",
  "method": "ωB97M-V/def2-TZVPD",
  "symbols": ["C", "C", "C", "O", "H", "H", "H", "H", "H", "H", "H", "C", "C", "C", "O", "H", "H", "H", "H", "H", "H", "H", "C", "O", "N", "N", "H", "H", "H", "H", "C", "O", "N", "N", "H", "H", "H", "H", "C", "O", "N", "N", "H", "H", "H", "H", "C", "O", "N", "N", "H", "H", "H", "H", "C", "O", "N", "N", "H", "H", "H", "H", "C", "O", "N", "N", "H", "H", "H", "H", "C", "O", "N", "N", "H", "H", "H", "H", "C", "O", "N", "N", "H", "H", "H", "H", "C", "O", "N", "N", "H", "H", "H", "H", "C", "O", "N", "N", "H", "H", "H", "H"],
  "positions_angstrom": [[-11.84081, -1.34617, 28.67494], [-13.14242, -0.55363, 28.92361], [-14.30294, -1.28510, 28.19722], [-13.39980, -0.23441, 30.34471], [-10.96852, -0.82314, 29.06692], [-11.72840, -1.43267, 27.59421], [-11.83058, -2.33759, 29.12780], [-13.02735, 0.41960, 28.44644], [-14.28522, -2.33913, 28.47434], [-14.12001, -1.27645, 27.12271], [-15.20574, -0.75039, 28.49240], [-5.73600, 3.44266, 32.12636], [-7.23220, 3.85120, 32.47931], [-7.47818, 5.30818, 31.99453], [-8.20791, 2.99446, 31.95415], [-5.38438, 2.48818, 32.51806], [-5.09054, 4.20411, 32.56416], [-5.47069, 3.62569, 31.08511], [-7.30045, 3.82063, 33.56675], [-7.16256, 5.53863, 30.97700], [-6.82790, 5.99475, 32.53663], [-8.49812, 5.64548, 32.17903], [1.15986, 0.96482, 34.32684], [1.07205, 1.88351, 35.10128], [0.26918, 0.36895, 33.65049], [2.32601, 0.41746, 34.06246], [0.62966, -0.20388, 32.90081], [-0.71477, 0.57912, 33.73859], [3.18645, 0.78480, 34.44299], [2.30359, -0.50301, 33.64732], [-5.07176, 0.36783, 37.11436], [-6.21026, 0.24938, 36.70140], [-4.51822, 1.48037, 37.50352], [-4.18290, -0.56300, 37.11349], [-3.58541, 1.46177, 37.89033], [-5.15710, 2.26262, 37.50704], [-4.36644, -1.55427, 37.05187], [-3.19110, -0.39944, 37.21191], [-2.00363, 7.99135, 35.07913], [-2.58653, 9.05984, 35.09057], [-2.22239, 7.00954, 35.92845], [-1.20571, 7.64317, 34.11393], [-2.72170, 7.25451, 36.77153], [-1.79542, 6.10793, 35.77067], [-1.14754, 8.38064, 33.42628], [-1.03441, 6.65345, 34.00806], [-2.72604, 10.82036, 29.23831], [-1.97093, 10.08598, 29.81470], [-3.98976, 11.01948, 29.50388], [-2.40768, 11.19048, 28.07413], [-4.39677, 11.65602, 28.83362], [-4.42386, 10.42385, 30.19445], [-2.97341, 11.90694, 27.64201], [-1.57998, 10.85194, 27.60466], [-10.42159, 5.37857, 38.06764], [-10.38352, 4.27973, 37.58830], [-10.39076, 6.46442, 37.31816], [-10.39150, 5.69973, 39.31169], [-10.53001, 7.34723, 37.78864], [-10.34089, 6.37065, 36.31376], [-10.45482, 4.91383, 39.94291], [-10.47041, 6.69168, 39.48463], [-6.00127, 8.69207, 25.86527], [-6.92103, 9.48873, 25.91359], [-6.02290, 7.55852, 26.49947], [-4.97712, 8.94589, 25.02488], [-5.28343, 6.87078, 26.48276], [-6.75135, 7.29434, 27.14729], [-4.24054, 8.26282, 24.92024], [-4.82719, 9.93676, 24.89920], [-8.56583, 2.57600, 26.86841], [-8.66643, 2.62784, 25.66451], [-9.08645, 3.39578, 27.61995], [-8.05116, 1.64181, 27.61940], [-9.03220, 3.07373, 28.57570], [-9.63340, 4.15429, 27.23837], [-8.26058, 1.71126, 28.60500], [-7.47875, 0.90041, 27.24155], [-13.45098, 5.30995, 33.11579], [-13.32488, 4.48965, 33.98859], [-13.12557, 5.12413, 31.84776], [-13.99555, 6.51001, 33.24157], [-13.14083, 5.95075, 31.26761], [-12.71301, 4.22421, 31.64768], [-14.32541, 6.78910, 34.15448], [-13.93431, 7.18673, 32.49432], [-6.78761, -3.00556, 31.96873], [-7.68528, -2.93071, 32.81990], [-5.96279, -4.01808, 31.79175], [-6.45154, -1.99156, 31.13406], [-6.05396, -4.72575, 32.50659], [-5.47595, -4.18092, 30.92193], [-6.68346, -1.03012, 31.33886], [-5.78758, -2.05358, 30.37550], [-7.63594, 11.86589, 35.54116], [-8.66684, 12.29239, 35.96388], [-7.26988, 10.63321, 35.61773], [-6.71178, 12.62249, 35.04383], [-6.41260, 10.40784, 35.13360], [-7.67748, 10.07066, 36.35088], [-5.81986, 12.33783, 34.66496], [-7.06684, 13.56665, 34.99281]],
  "forces_ev_per_angstrom": [[-0.151, 0.538, 0.059], [-0.336, 0.444, 3.555], [0.846, 0.390, 0.564], [0.299, -1.356, -3.290], [-0.056, 0.170, 0.071], [0.274, -0.253, -0.333], [-0.315, -0.128, 0.080], [0.163, 0.356, -0.660], [-0.419, -0.087, 0.385], [-0.237, 0.251, -0.367], [-0.226, -0.377, -0.207], [-0.259, 1.447, 0.412], [-1.340, -1.754, -2.292], [0.852, 0.357, 0.743], [1.623, 0.967, 0.110], [-0.411, -0.204, -0.255], [0.334, 0.255, 0.725], [-0.497, -0.731, -0.522], [0.175, 0.340, 0.714], [-0.386, -0.625, -0.521], [0.217, 0.341, 0.629], [-0.089, -0.320, -0.181], [2.363, 2.401, 2.515], [-0.972, 1.511, 1.133], [-5.024, -2.372, -2.939], [4.049, -1.726, -0.774], [-1.022, 0.129, 0.015], [0.259, -0.012, -0.196], [-0.432, -0.171, 0.005], [0.722, 0.271, 0.252], [-3.271, 0.215, -1.729], [-0.332, -0.063, 0.583], [0.464, 3.940, 1.152], [4.195, -5.815, 0.054], [-0.590, 0.642, 0.043], [0.635, 0.273, 0.166], [-0.669, 0.467, -0.316], [-0.387, 0.320, 0.082], [-2.025, 1.022, 0.058], [-0.108, 1.244, 0.726], [-0.615, -1.467, 2.480], [2.222, -0.167, -2.248], [0.047, -0.554, -0.236], [-0.286, 0.226, 0.623], [0.300, -0.826, -0.598], [0.372, 0.570, -0.842], [0.505, -3.761, 2.199], [1.388, -1.382, 2.669], [-2.358, 1.348, 1.400], [1.743, 3.699, -6.815], [-1.269, -0.659, 0.836], [-0.341, 0.622, -0.209], [0.474, -0.279, -0.572], [-0.149, 0.357, 0.492], [0.536, -1.306, -3.450], [-0.118, -1.901, 0.059], [-0.097, 2.761, -2.086], [-0.114, 0.231, 4.632], [0.068, 0.039, -0.992], [-0.177, 0.165, 0.265], [-0.085, 0.760, 0.449], [-0.006, -0.755, 1.179], [-1.563, 1.854, -1.117], [-0.600, 0.927, 0.625], [0.533, -3.692, 1.982], [1.411, -0.134, -0.597], [0.048, 0.384, -0.197], [-0.201, 0.538, -0.372], [0.140, 0.556, 0.038], [0.227, -0.433, -0.309], [0.884, -3.045, -4.349], [0.923, -0.335, -2.809], [-3.802, 6.660, 5.149], [2.746, -4.065, 1.065], [-1.028, 1.943, 0.455], [-0.034, -0.316, 0.602], [0.774, -0.953, -0.068], [-0.422, 0.181, 0.268], [0.260, -1.265, 0.033], [-0.142, -0.382, 1.071], [0.800, -0.886, -1.752], [-1.590, 3.218, 1.621], [0.412, -1.012, -0.478], [0.239, 0.320, -0.614], [0.206, 0.084, -0.340], [-0.195, -0.108, 0.538], [-2.197, 2.758, 1.134], [1.729, -0.492, -1.088], [1.314, -3.280, 0.605], [-0.110, 2.088, -1.097], [0.071, -0.315, -0.639], [-0.119, -0.039, 0.493], [-0.685, -0.291, 0.189], [-0.035, -0.428, 0.468], [-0.650, -0.157, 0.930], [-2.828, 1.298, 1.104], [0.966, -4.495, 0.199], [2.138, 4.017, -1.991], [-0.218, -0.793, 0.655], [0.211, -0.254, -0.583], [-0.374, 0.209, 0.173], [0.803, 0.117, -0.481]],
  "fmax_ev_per_a": 9.24,
  "lumo_ev": 2.60,
  "e_homo_ev": 0.0,
  "energy_ha": -2640.05024,
  "molar_mass_g_mol": 718.74,
  "charge": -2
}